[1]
C4H5F2NS | ωB97M-V/def2-TZVPD

Computed properties:
- E_HOMO (spin up / spin down): -8.927 / -8.720 eV
- Orbital gap (spin up / spin down): 8.31 / 7.23 eV

Each line ends with the natural charge from an NBO analysis.
Cartesian coordinates (Å):
C1 1.4731 1.1056 -0.6779  -0.18
C2 0.4898 1.9052 -0.3549  0.14
C3 -0.3482 -0.1404 1.3312  0.26
C4 -0.5152 -1.5359 -0.6504  -0.49
N1 0.2338 -0.8803 0.3811  -0.30
F1 0.3680 3.1622 -0.7406  -0.31
F2 0.5298 0.2633 2.2687  -0.33
S1 -1.0009 1.5046 0.5201  0.14
H1 1.9220 0.2265 -1.0300  0.23
H2 -1.1854 -0.4905 1.7707  0.18
H3 -1.6176 -1.5895 -0.3372  0.20
H4 -0.4018 -1.0386 -1.7557  0.24
H5 0.0525 -2.4921 -0.7252  0.23



[2]
C28H50F6N8O4P | ωB97M-V/def2-TZVPD

Computed properties:
- Net charge: +1
- E_HOMO: -8.109 eV
- Orbital gap: 6.01 eV

Each line ends with the Mulliken charge.
Cartesian coordinates (Å):
C1 -10.4282 -25.5545 14.3640  -1.02
C2 -9.6594 -24.2995 14.8153  0.36
N1 -8.7738 -24.7073 15.8865  0.58
C3 -7.4517 -25.0200 15.7591  -0.49
C4 -6.8657 -24.9635 16.9783  -0.60
N2 -7.9127 -24.9387 17.8752  0.35
C5 -9.0813 -24.8388 17.1841  -0.69
C6 -7.7268 -24.7900 19.3180  -0.94
H1 -11.0299 -25.4236 13.4537  0.46
H2 -11.1878 -25.8617 15.0785  0.03
H3 -9.7586 -26.2506 13.8501  0.41
H4 -10.3412 -23.5568 15.2290  -0.89
H5 -9.0662 -23.8603 14.0191  0.50
H6 -7.0315 -25.1666 14.7767  0.49
H7 -5.8311 -25.0041 17.2677  0.49
H8 -10.0843 -24.7264 17.5835  0.71
H9 -7.5676 -25.7965 19.7217  0.35
H10 -8.6965 -24.6449 19.8018  0.25
H11 -6.9248 -24.0855 19.4930  0.39
C7 -15.9759 -25.2962 19.2762  -0.99
C8 -15.8512 -23.8346 18.9065  -0.06
N3 -16.9499 -23.3241 18.0719  0.30
C9 -17.3862 -23.9225 16.9096  -0.12
C10 -18.4426 -23.1833 16.4895  -0.86
N4 -18.6488 -22.1664 17.4065  0.17
C11 -17.7613 -22.3228 18.3909  0.03
C12 -19.6587 -21.1203 17.2886  -0.89
H12 -16.8236 -25.4983 19.9321  0.37
H13 -15.1715 -25.6370 19.9454  0.33
H14 -15.6779 -25.9418 18.4487  0.33
H15 -14.9511 -23.7457 18.2984  -0.23
H16 -15.7290 -23.1233 19.7195  0.45
H17 -16.8158 -24.7260 16.4693  0.48
H18 -18.9024 -23.2110 15.5164  0.42
H19 -17.6393 -21.7659 19.3042  0.41
H20 -20.6008 -21.4622 17.7066  0.31
H21 -19.6920 -20.6981 16.2893  0.36
H22 -19.3169 -20.2874 17.9059  0.34
C13 -13.2506 -32.8473 17.1749  -1.24
C14 -13.9338 -31.4847 17.2463  -0.27
N5 -12.9968 -30.3778 17.5205  0.29
C15 -11.6553 -30.3029 17.2171  -0.60
C16 -11.1846 -29.0870 17.6357  -0.31
N6 -12.1930 -28.5029 18.3284  0.34
C17 -13.2938 -29.2461 18.1728  -0.25
C18 -12.1293 -27.2522 19.1290  -0.72
H23 -12.3089 -32.8850 16.6310  0.33
H24 -13.9037 -33.6568 16.8723  0.37
H25 -12.9030 -32.9764 18.2073  0.37
H26 -14.7562 -31.3362 17.9417  0.40
H27 -14.3605 -31.2367 16.2700  0.29
H28 -11.2824 -30.9947 16.4800  0.36
H29 -10.2103 -28.6419 17.5427  0.50
H30 -14.2161 -29.0801 18.7039  0.36
H31 -11.0985 -26.9413 19.2572  0.27
H32 -12.6963 -27.5337 20.0098  0.30
H33 -12.5947 -26.4608 18.5428  0.12
C19 -10.6084 -23.5376 23.2898  -1.21
C20 -9.2467 -22.8632 23.2973  -0.37
N7 -8.8256 -22.3526 21.9977  0.41
C21 -7.5545 -21.8599 21.8127  -0.57
C22 -7.5008 -21.4242 20.5265  -0.52
N8 -8.7784 -21.4683 20.0326  0.33
C23 -9.5911 -21.9918 20.9449  -0.24
C24 -9.1745 -20.9865 18.7137  -0.91
H34 -11.3690 -22.8745 22.8723  0.40
H35 -10.8539 -23.9229 24.2755  0.41
H36 -10.6736 -24.3857 22.6017  0.22
H37 -8.5279 -23.5776 23.7051  0.37
H38 -9.2303 -22.1033 24.0814  0.36
H39 -6.7867 -21.8328 22.5655  0.49
H40 -6.7428 -20.8929 19.9767  0.50
H41 -10.6346 -22.2580 20.8106  0.20
H42 -9.1794 -21.7701 17.9578  0.21
H43 -8.5452 -20.1710 18.3688  0.40
H44 -10.1936 -20.6085 18.7661  0.38
C25 -12.4208 -21.8723 14.6796  -0.33
C26 -11.0266 -21.2474 14.7314  0.50
O1 -10.6693 -20.7087 15.8348  -0.71
O2 -10.3270 -21.2841 13.7069  -0.73
H45 -12.9618 -21.6999 13.7504  0.46
H46 -13.0119 -21.3259 15.4222  0.21
H47 -12.4009 -22.9279 14.9535  -0.15
C27 -12.4470 -23.2304 17.6229  -0.09
C28 -12.3834 -23.3090 19.1507  0.51
O3 -13.2015 -22.6604 19.8208  -0.81
O4 -11.4418 -24.0605 19.5624  -0.56
H48 -12.6627 -24.1777 17.1326  -0.12
H49 -11.4575 -22.8520 17.3453  -0.26
H50 -13.1243 -22.4270 17.3328  0.57
P1 -14.6299 -26.3507 15.5576  1.06
F1 -14.5901 -24.7136 15.6134  -0.31
F2 -13.1465 -26.3585 16.2223  -0.19
F3 -15.2248 -26.3499 17.1126  -0.46
F4 -14.6967 -27.9643 15.7427  -0.42
F5 -16.1342 -26.1958 15.0031  -0.39
F6 -14.0360 -26.4205 14.0680  -0.41



[3]
C14H13N3O3S | ωB97M-V/def2-TZVPD

Computed properties:
- E_HOMO: -8.428 eV
- Orbital gap: 8.14 eV

Each line ends with the natural charge from an NBO analysis.
Cartesian coordinates (Å):
O1 0.0556 -5.0413 -0.3602  -0.91
O2 2.1781 -4.8352 0.8736  -0.91
N1 1.6757 -2.9960 -0.8311  -0.70
N2 1.5043 0.5223 -0.9104  -0.24
O3 -0.2065 3.1234 -0.8420  -0.42
C1 1.3748 -1.8729 -0.3397  0.43
C2 -1.8479 1.9359 -1.6057  -0.22
C3 -2.4229 3.1720 -1.2222  -0.34
C4 -0.5546 1.8624 -1.3230  0.19
C5 -1.4072 3.8636 -0.7244  0.33
C6 0.2565 0.6252 -1.3286  0.05
C7 -0.7478 -0.8580 2.7264  -0.18
C8 -1.2460 -2.1398 3.0551  -0.20
C9 0.1728 -0.6285 1.7313  -0.21
C10 -0.7157 -3.1874 2.3304  -0.17
C11 0.5854 -1.7446 0.9819  -0.07
C12 0.2173 -3.0423 1.3099  -0.32
N3 2.0098 -0.7509 -0.9826  -0.29
C13 -1.3934 5.3813 -0.4155  -0.65
C14 3.1629 -1.0479 -1.8052  -0.42
S1 1.0333 -4.1911 0.2251  2.26
H1 -2.3260 0.9762 -1.8946  0.22
H2 -3.4746 3.5792 -1.2730  0.24
H3 -0.0765 -0.3576 -1.8297  0.21
H4 -1.2454 -0.0974 3.3377  0.22
H5 -1.8645 -2.3112 3.8760  0.22
H6 0.7144 0.3329 1.6303  0.25
H7 -1.1960 -4.1646 2.5946  0.23
H8 -0.7183 5.8721 -1.0738  0.24
H9 -1.2552 5.5897 0.6908  0.23
H10 -2.3722 5.8099 -0.6059  0.23
H11 3.8577 -1.4949 -1.1053  0.22
H12 3.4986 -0.0432 -2.3683  0.23
H13 2.7737 -1.8414 -2.5219  0.23



[4]
C15H24FNO7 | ωB97M-V/def2-TZVPD

Computed properties:
- E_HOMO: -9.500 eV
- Orbital gap: 8.98 eV

Each line ends with the natural charge from an NBO analysis.
Cartesian coordinates (Å):
C1 -2.3841 -0.0195 -0.5555  -0.75
C2 -2.9626 -0.3375 -1.9399  0.73
O1 -3.3945 0.4544 -2.6505  -0.47
N1 -2.9838 -1.7672 -2.3446  -0.48
C3 -3.9246 -2.4003 -1.3511  -0.42
C4 -1.7054 -2.3279 -2.2448  0.08
C5 -0.6043 -1.9568 -2.9153  -0.10
C6 -0.3360 -0.9095 -3.9680  -0.51
C7 -0.3376 0.5561 -3.4809  0.07
F1 -1.2004 1.2781 -4.2979  -0.36
C8 0.5372 -2.8439 -2.5033  0.77
O2 1.5544 -2.9362 -3.0152  -0.50
O3 0.1504 -3.5564 -1.3818  -0.50
C9 -1.2404 -3.4906 -1.3950  0.75
O4 -1.8264 -4.3141 -0.8196  -0.50
H1 -3.1838 0.4179 0.0554  0.25
H2 -2.0501 -0.9235 -0.0328  0.22
H3 -1.5527 0.6881 -0.5824  0.25
H4 -3.4444 -2.6093 -0.3907  0.20
H5 -4.4247 -3.2667 -1.7840  0.23
H6 -4.6865 -1.6361 -1.1391  0.20
H7 -0.9913 -0.9731 -4.8432  0.26
H8 0.6788 -1.1112 -4.3350  0.25
H9 0.6379 1.0387 -3.6148  0.17
H10 -0.6232 0.6911 -2.4365  0.16
C10 1.3168 -1.7400 2.0182  -0.25
O5 1.1580 -0.3375 1.9645  -0.55
C11 0.2052 0.1268 2.9084  -0.09
C12 0.3667 1.6160 3.1387  -0.09
O6 1.4147 1.9350 4.0446  -0.54
C13 2.7398 1.8195 3.5370  -0.09
C14 3.1210 2.9404 2.5911  -0.10
O7 2.6200 2.6844 1.2871  -0.55
C15 2.6414 3.8391 0.4771  -0.25
H11 0.3652 -2.2450 1.8159  0.16
H12 2.0393 -2.0279 1.2563  0.20
H13 1.7035 -2.0471 2.9962  0.17
H14 0.3227 -0.4064 3.8588  0.18
H15 -0.7974 -0.0726 2.5027  0.16
H16 -0.5456 1.9793 3.6182  0.19
H17 0.4785 2.1592 2.1983  0.19
H18 2.9067 0.8402 3.0856  0.20
H19 3.3874 1.8884 4.4138  0.19
H20 4.2153 3.0074 2.5268  0.17
H21 2.7205 3.8902 2.9660  0.17
H22 1.9927 4.6165 0.8965  0.16
H23 2.2632 3.5670 -0.5072  0.19
H24 3.6626 4.2224 0.3716  0.17



[5]
C17H51N3O7 | ωB97M-V/def2-TZVPD

Computed properties:
- Net charge: +2
- E_HOMO: -10.829 eV
- Orbital gap: 2.40 eV

Each line ends with the Mulliken charge.
Cartesian coordinates (Å):
O1 -13.1015 -1.4754 22.5524  -0.34
H1 -12.1616 -1.2801 22.5574  0.45
H2 -13.2653 -2.1113 21.8521  0.34
H3 -13.4546 -1.8469 23.3641  0.45
O2 -15.2252 -5.3235 22.8475  -0.34
H4 -14.6454 -5.1812 22.0957  0.35
H5 -15.0276 -6.2147 23.1446  0.46
H6 -15.0968 -4.7106 23.5752  0.43
O3 -10.7209 -5.8537 21.0130  -0.35
H7 -10.8277 -6.5803 21.6313  0.46
H8 -10.2864 -5.1157 21.4468  0.46
H9 -11.6090 -5.5035 20.9120  0.31
O4 -13.3725 -3.9941 20.3279  -0.85
H10 -13.2074 -3.8522 19.3755  0.15
C1 -9.2698 -0.8576 18.2075  -1.43
C2 -8.3303 0.0986 18.9123  0.77
C3 -7.5497 0.9108 17.8851  -0.75
O5 -6.6525 1.8219 18.4909  -0.35
C4 -5.6700 2.2507 17.5331  -0.87
N1 -9.1386 0.9333 19.7870  -0.72
H11 -10.0454 -1.2965 18.8351  0.30
H12 -8.6961 -1.6807 17.7816  0.41
H13 -9.7178 -0.3794 17.3365  0.21
H14 -7.7284 -0.6275 19.4587  0.13
H15 -8.1478 1.3002 17.0612  0.44
H16 -7.0049 0.1572 17.3166  0.38
H17 -6.0837 2.7902 16.6811  0.33
H18 -4.7772 1.7049 17.2280  0.35
H19 -5.0410 3.0176 17.9853  0.32
H20 -8.4222 1.5426 20.1553  0.30
H21 -9.4123 0.4454 20.6279  0.17
C5 -13.5118 -9.6611 18.6553  -1.44
C6 -14.5389 -8.6227 18.8127  0.94
C7 -15.5378 -8.3961 17.6710  -0.90
O6 -15.0436 -7.9596 16.3809  -0.37
C8 -14.6334 -6.6032 16.3325  -0.49
N2 -15.2359 -8.9039 20.1028  -0.73
H22 -12.6589 -9.3535 18.0503  0.29
H23 -14.1126 -10.5008 18.3060  0.36
H24 -13.0441 -10.0665 19.5525  0.44
H25 -14.0087 -7.6796 18.9452  -0.12
H26 -16.3060 -7.6588 17.9045  0.42
H27 -16.2024 -9.2573 17.6029  0.40
H28 -15.5169 -5.9734 16.2285  0.28
H29 -13.9512 -6.5410 15.4846  0.25
H30 -14.1822 -6.3701 17.2970  0.12
H31 -15.7546 -9.7418 19.8816  0.29
H32 -14.5824 -9.2030 20.8124  0.27
C9 -13.9754 3.7510 15.4304  -1.94
C10 -14.9101 2.8308 14.7192  1.39
C11 -13.8804 1.8726 13.9072  -1.31
C12 -13.1855 0.9000 14.8474  -0.63
C13 -14.3424 0.1075 15.5756  -1.23
C14 -15.3525 0.9430 16.3829  1.70
N3 -15.8268 2.1299 15.5776  0.14
O7 -16.8800 2.8503 16.1264  -0.40
C15 -16.4509 -0.0456 16.8231  -1.71
C16 -14.6855 1.5055 17.6672  -1.64
C17 -15.7488 3.6450 13.6063  -1.72
H33 -14.7031 4.3969 15.9217  0.44
H34 -13.5081 4.4761 14.7641  0.50
H35 -13.0825 3.4633 15.9853  0.34
H36 -14.3465 1.4946 12.9972  0.40
H37 -13.1122 2.5108 13.4706  0.48
H38 -12.5283 1.4450 15.5250  0.25
H39 -12.5277 0.2261 14.2984  0.45
H40 -13.6564 -0.4288 16.2312  0.34
H41 -14.6878 -0.6211 14.8421  0.38
H42 -17.2080 0.3497 17.5003  0.39
H43 -16.7973 -0.5721 15.9337  0.39
H44 -15.9726 -0.7228 17.5307  0.35
H45 -14.3311 2.5355 17.6264  0.28
H46 -15.1195 1.3112 18.6481  0.43
H47 -13.7357 1.0458 17.9405  0.31
H48 -15.1705 4.1739 12.8488  0.39
H49 -16.3084 4.4097 14.1449  0.42
H50 -16.5889 3.0895 13.1895  0.43
H51 -16.4753 3.2964 16.8739  0.37



[6]
CH2N2OS | ωB97M-V/def2-TZVPD

Computed properties:
- E_HOMO: -10.589 eV
- Orbital gap: 10.19 eV

Each line ends with the natural charge from an NBO analysis.
Cartesian coordinates (Å):
C1 -0.5375 -1.5084 -0.3615  0.28
N1 0.9469 1.2934 -0.5297  -1.01
N2 -1.6016 -1.0313 -0.3715  -0.68
O1 1.6464 -0.1482 1.4220  -0.89
S1 1.6060 -0.0184 0.0027  1.50
H1 -2.3952 -0.5458 -0.3155  0.43
H2 0.3350 1.9586 0.1536  0.39



[7]
C6H24Br2N12O6Y | ωB97M-V/def2-TZVPD

Computed properties:
- Net charge: +1
- E_HOMO: -9.797 eV
- Orbital gap: 7.24 eV

Each line ends with the natural charge from an NBO analysis.
Cartesian coordinates (Å):
Y1 0.2498 0.6532 -0.4532  1.73
Br1 -1.0189 3.3225 -0.8987  -0.71
Br2 2.9643 0.9969 -1.3226  -0.67
C1 -0.4282 0.6774 -3.8957  0.82
O1 0.0130 0.5693 -2.7882  -0.69
N1 -0.7377 -0.2792 -4.7307  -0.82
N2 -0.3787 1.8846 -4.5640  -0.82
H1 -1.2732 -0.0699 -5.5611  0.41
H2 -0.5161 -1.1443 -4.2590  0.41
H3 -0.9261 1.9627 -5.4092  0.38
H4 -0.2415 2.6922 -3.9733  0.43
C2 -3.2315 -0.0640 -0.9661  0.78
O2 -2.0670 -0.1035 -1.1500  -0.68
N3 -4.0619 -0.8021 -1.5636  -0.80
N4 -3.8362 0.8162 -0.2018  -0.83
H5 -5.0523 -0.8585 -1.3739  0.40
H6 -3.6683 -1.4996 -2.1789  0.40
H7 -4.8165 0.6331 -0.0419  0.38
H8 -3.2890 1.6108 0.0972  0.45
C3 1.0602 -2.6546 -1.3828  0.81
O3 0.5123 -1.5666 -1.0228  -0.73
N5 1.0302 -3.7850 -0.7127  -0.81
N6 1.7873 -2.7189 -2.4604  -0.79
H9 1.2464 -4.5935 -1.2782  0.40
H10 0.7422 -3.9657 0.2383  0.41
H11 2.4429 -3.4870 -2.4799  0.40
H12 2.0156 -1.8075 -2.8310  0.45
C4 1.6535 -1.3643 2.0861  0.78
O4 1.2854 -0.5746 1.2669  -0.67
N7 0.9616 -2.3986 2.3992  -0.82
N8 2.8662 -1.3878 2.5204  -0.81
H13 0.1687 -2.4759 1.7783  0.41
H14 1.2351 -3.1563 3.0085  0.41
H15 3.0226 -2.1479 3.1668  0.37
H16 3.6627 -1.1163 1.9619  0.44
C5 1.9850 2.7684 1.7249  0.80
O5 1.0144 2.2560 1.1567  -0.72
N9 2.6876 2.1467 2.6088  -0.81
N10 2.5937 3.8407 1.3463  -0.77
H17 2.4490 1.1874 2.8160  0.40
H18 3.0908 2.6407 3.3921  0.39
H19 2.3412 4.4409 0.5741  0.43
H20 3.5104 4.0475 1.7163  0.39
C6 -1.4924 0.6028 2.5198  0.80
O6 -1.1214 0.6785 1.3399  -0.73
N11 -2.0039 -0.4362 3.0644  -0.79
N12 -1.5888 1.7013 3.1957  -0.78
H21 -2.1462 -1.2286 2.4545  0.41
H22 -2.1602 -0.5272 4.0581  0.41
H23 -1.0257 2.4447 2.8079  0.43
H24 -1.5105 1.6390 4.2007  0.38



So what do the calculations give for DFT total energy? Going down the list: -807.8722, -2776.3743, -1329.3095, -1267.1686, -1368.1892, -622.1419, -6538.1513 Ha.